Record 1
Computed, not measured: a structure of composition C49H49BiIN2OPSSiTe at a distorted geometry, with the ωB97M-V functional and the def2-TZVPD basis.

Geometry as ORCA input:
```
! RIJCOSX wB97M-V def2-TZVPD def2/J DEFGRID3
* xyz 2 1
H -3.4087 -3.2843 -0.6244
Si -0.3967 -3.5975 -1.9113
C 3.7488 -0.6072 2.4987
H -2.4040 -4.9675 5.6457
H 0.6032 -3.3698 3.0671
C -0.7268 2.7397 -3.2563
C 1.2194 5.1829 -2.0606
I 2.4678 0.6005 -2.9288
H -2.2639 1.5003 -2.4047
H -0.9763 -5.0506 0.1362
H -1.2133 -4.6788 -4.0255
C -0.0145 3.9204 0.6576
C 5.2940 4.3362 -1.5444
H -3.2309 0.8669 4.9812
H 5.3116 -4.2353 -2.3861
C 4.8996 2.0063 -1.8953
H -2.2522 -3.3420 -3.6011
C -3.5144 -1.5722 0.4155
C -3.5444 1.0266 2.8636
C 2.3377 -3.4003 -1.0238
H -3.6765 1.5480 -4.4075
C 3.7053 -3.5643 -1.1381
C -3.7212 0.3036 4.1924
H 6.8106 2.8389 -1.4035
Te 0.0760 0.6074 0.5579
H -4.7736 0.2209 4.4491
C 3.5707 2.2521 -2.1098
C -3.0654 -4.3905 3.7044
H 1.3993 -4.5663 -4.0481
H -5.3852 0.3979 1.9464
H 0.8584 -1.2161 4.9631
H -4.0844 -4.7167 3.8448
C 1.6171 3.8617 -2.0101
H -3.2886 -0.6958 4.1763
C 1.6695 -1.0583 4.2675
C 4.2457 -4.0899 -2.3010
N -3.9493 -1.0184 1.5248
C -1.2139 -3.6652 -3.6327
N -3.3628 -2.8938 0.3112
C 3.9255 4.6101 -1.7500
H 5.9685 5.1621 -1.3804
H -0.0931 4.7964 2.6014
C -1.1855 -5.0307 -0.9263
H 4.3534 -3.3064 -0.3140
C -4.3153 0.3725 1.7200
C -2.6878 4.5702 0.4511
C 3.4118 -4.4439 -3.3487
C -2.3290 2.7888 -5.5249
P 0.2704 2.6446 -1.7322
C 2.1440 6.2269 -1.9849
H -3.7321 4.8238 0.3620
C -2.0534 3.9517 -0.6156
C -1.1133 3.4523 -5.5163
C 2.1624 0.0618 0.6869
H 0.6358 3.9490 -4.3985
C 2.9995 3.5363 -1.9609
C -2.1200 -4.5340 4.7013
C 5.7677 3.0561 -1.5706
H 1.8049 7.2480 -2.0455
C 1.4815 -3.7599 -2.0649
C -1.3777 -3.4377 2.2575
H 1.0445 3.6871 0.7198
H -2.9612 2.8302 -6.3978
C 2.9761 -1.2642 4.6709
O -4.6083 -4.5746 1.2570
H -0.6364 -1.2538 2.6115
H -0.7785 -5.9499 -1.3395
H 5.0357 -1.1965 4.1014
C 4.0168 -1.0408 3.7846
Bi -0.7075 -0.9511 -1.7428
C 2.4377 -0.3961 2.0874
C 3.4633 5.9424 -1.7694
H 0.1679 5.4228 -2.1439
H 2.3810 -0.7316 -0.0296
H -3.9175 2.0464 2.9572
H 3.1858 -1.5832 5.6797
H -0.7922 4.0044 -6.3858
C -1.9368 2.0477 -3.2812
H -0.6993 -3.0332 -4.3522
H -2.4946 5.3473 2.4345
C 2.0441 -4.2789 -3.2310
C -0.6465 4.5536 1.7081
C -0.8014 -4.1694 4.4685
H -2.2607 -5.0852 -1.0694
C -0.7085 3.6268 -0.5194
H -4.1410 0.9155 0.7920
H 1.9193 -3.0103 -0.1017
H -2.6053 3.7482 -1.5212
H -0.0570 -4.3241 5.2328
C -2.7014 -3.8336 2.4756
C -0.4299 -3.6263 3.2465
H 2.7682 0.9310 0.4337
H 3.8200 -4.8698 -4.2517
C -3.6724 -3.8476 1.3840
C -1.9936 4.8669 1.6102
S -3.1512 -0.5647 -0.9631
H -0.4555 0.3920 3.2036
C 1.3954 -0.6254 2.9741
C -0.3080 3.4247 -4.3912
H -1.0872 -3.0460 1.2908
H -4.1888 -1.6227 2.3053
H 4.1764 6.7384 -1.6195
H 4.5592 -0.4303 1.8091
C -0.0171 -0.3604 2.5425
C -2.7343 2.0747 -4.4085
H -2.4845 1.0917 2.5993
H 5.3021 1.0105 -2.0006
*
```

LUMO level: -6.12 eV
Orbital gap: 0.22799 Eh
HOMO: -12.3287 eV
Energy relative to the best compared isomer or geometry (same formula, charge and spin): 11.4 kcal/mol

Record 2
Computed, not measured: a cluster of 7 separate species, C18H50O6S6 in total at a distorted geometry, with the ωB97M-V functional and the def2-TZVPD basis.

Geometry as ORCA input:
```
! RIJCOSX wB97M-V def2-TZVPD def2/J DEFGRID3
* xyz 0 1
C 4.8380 -19.1815 6.8930
C 12.8499 -19.0209 0.7122
H 4.6918 -21.4415 9.0799
H 10.9872 -21.5529 5.8085
H 12.7257 -17.4642 -0.7591
O 9.7960 -14.8434 8.3616
S 4.7373 -19.0939 8.7249
C 3.9236 -20.6712 9.0983
C 13.2700 -18.4084 -0.6230
C 12.9347 -19.5442 6.6985
H 13.1824 -18.3679 1.5251
C 12.1776 -13.7889 7.8574
H 11.2840 -19.9026 1.8577
H 5.6501 -18.5626 6.5068
H 14.3293 -18.1275 -0.5818
H 3.9100 -18.8298 6.4436
H 12.2020 -16.2994 6.0452
H 13.0986 -20.5754 -4.1290
H 13.4645 -19.9225 0.8352
H 12.0671 -19.2756 -4.7085
H 12.4482 -16.4165 7.7807
H 9.5333 -18.6709 6.5608
O 6.1208 -19.2472 9.2778
C 13.0689 -19.5052 -4.3492
H 9.1386 -18.1184 3.6621
H 8.9069 -14.1421 3.9052
H 9.8561 -16.6188 3.0603
H 9.7789 -16.9635 4.8036
H 14.6501 -18.7565 -3.1125
S 8.0394 -20.6330 6.7753
H 13.4562 -20.3995 7.1427
C 11.8352 -21.5347 5.1219
O 9.1375 -21.6039 7.1067
C 9.2507 -17.0545 3.8570
C 8.1095 -14.6396 4.4570
H 12.8375 -13.5066 7.0369
H 5.5382 -15.3741 11.3785
H 8.6333 -18.6275 8.0569
S 7.6253 -16.2769 3.8365
H 13.5972 -18.6915 6.8241
O 11.3019 -18.9827 4.6288
H 12.6260 -22.2378 5.3893
H 11.8136 -12.8987 8.3638
H 5.2633 -15.1610 6.8507
C 13.0413 -19.3016 -1.8086
C 13.5578 -18.7180 -3.1312
H 8.4492 -14.7990 5.4804
O 3.8512 -14.1836 9.2311
H 7.5763 -19.5870 4.6104
C 5.3658 -15.7653 7.7451
S 12.5012 -19.8610 4.9588
H 7.8272 -18.1759 6.7202
H 7.2290 -14.0023 4.4971
H 11.9575 -19.4322 -1.9369
H 7.5460 -21.4052 4.4552
H 12.7245 -14.3964 8.5782
H 3.1223 -20.8846 8.3901
H 13.4358 -20.3079 -1.6329
C 5.5036 -15.9588 10.4585
H 4.6167 -16.5501 7.8296
H 13.2633 -17.6676 -3.1655
S 10.7582 -14.7498 7.2247
H 5.0879 -20.1744 6.5123
H 6.3828 -16.5461 10.2082
H 11.0062 -17.1453 7.0013
C 11.6872 -16.2972 7.0088
C 8.5703 -18.9283 7.0033
C 11.3747 -19.3411 0.9265
S 5.2724 -14.6800 9.1905
H 10.9058 -19.8805 0.1059
H 4.6408 -16.6154 10.5880
H 13.7629 -19.3548 -5.1791
H 9.0216 -20.5082 4.5971
H 11.4822 -21.9100 4.1596
H 10.8213 -18.4178 1.1171
H 12.0563 -19.4586 7.3426
O 6.8543 -16.8150 5.0308
C 7.9827 -20.5410 4.9495
H 6.3283 -16.2818 7.7298
H 3.4743 -20.5856 10.0855
*
```

LUMO level: 0.16 eV
Orbital gap: 0.30834 Eh
HOMO: -8.2342 eV
Energy relative to the best compared isomer or geometry (same formula, charge and spin): 0.0 kcal/mol

Record 3
Computed, not measured: the molecule C5H6O2, with the ωB97M-V functional and the def2-TZVPD basis.

Geometry as ORCA input:
```
! RIJCOSX wB97M-V def2-TZVPD def2/J DEFGRID3
* xyz 0 1
H 0.4448 -2.3664 0.7179
H 1.7297 -1.4222 -0.0579
H -0.9644 -0.4541 1.0117
O 0.4654 0.9593 0.6767
H 1.3886 -1.1809 1.6632
C -0.5500 -0.4766 -1.0391
H -0.8435 1.8856 -0.6070
C 0.9375 -1.3901 0.6915
O -0.1949 3.0802 0.9202
C -0.2489 2.0478 0.3114
C -0.0956 -0.3233 0.3560
H -1.3012 -0.9669 -3.1283
C -0.9437 -0.7296 -2.1489
*
```

LUMO level: 0.84 eV
Orbital gap: 0.41353 Eh
HOMO: -10.4174 eV
Energy relative to the best compared isomer or geometry (same formula, charge and spin): 49.1 kcal/mol